{
  "formula": "C42H66As3ClN9O2ReS",
  "method": "ωB97M-V/def2-TZVPD",
  "charge": 3,
  "multiplicity": 2,
  "orbital_gap_ev": [3.8, 4.3],
  "homo_ha": [-0.5253, -0.5253],
  "e_tot_ha": -9926.4505,
  "elements": ["Re", "N", "C", "S", "N", "N", "C", "C", "C", "C", "C", "C", "C", "C", "C", "C", "C", "C", "N", "H", "H", "H", "H", "H", "H", "H", "H", "H", "H", "H", "C", "As", "C", "C", "C", "C", "C", "As", "C", "C", "C", "As", "C", "C", "H", "H", "H", "H", "H", "H", "H", "H", "H", "H", "H", "H", "H", "H", "H", "H", "H", "H", "H", "H", "H", "H", "H", "H", "H", "H", "H", "C", "N", "C", "N", "O", "H", "H", "H", "H", "H", "H", "C", "C", "C", "C", "C", "O", "C", "C", "C", "C", "C", "C", "Cl", "C", "C", "C", "N", "C", "N", "C", "N", "H", "H", "H", "H", "H", "H", "H", "H", "H", "H", "H", "H", "H", "H", "H", "H", "H", "H", "H", "H", "H", "H"],
  "positions_angstrom": [[-0.38369, -2.17505, 0.60314], [-2.20805, -5.59236, 2.66856], [-1.90501, -4.51929, 1.93787], [-0.18912, -4.06171, 1.85858], [-2.81969, -3.85606, 1.31345], [-2.35254, -2.77354, 0.62089], [-3.25632, -2.05252, -0.01536], [-4.69151, -2.36465, -0.04304], [-5.61450, -1.40052, 0.37644], [-6.97011, -1.68497, 0.36459], [-7.41466, -2.91486, -0.09760], [-6.50467, -3.87282, -0.52502], [-5.14712, -3.61093, -0.48019], [-2.70655, -0.85224, -0.63504], [-3.45624, 0.07966, -1.34166], [-2.86428, 1.26832, -1.73151], [-1.53014, 1.49739, -1.42142], [-0.81185, 0.50513, -0.79492], [-1.37793, -0.65486, -0.42188], [-1.51107, -6.11818, 3.16629], [-3.17560, -5.86713, 2.75668], [-5.27334, -0.44166, 0.74857], [-7.67900, -0.94704, 0.71426], [-8.47497, -3.13024, -0.12178], [-6.85700, -4.82914, -0.88727], [-4.44211, -4.36550, -0.79893], [-4.49105, -0.12913, -1.56330], [-3.43953, 2.01452, -2.26431], [-1.04341, 2.43104, -1.66989], [0.24047, 0.62528, -0.56619], [-0.28115, -0.50975, -6.29049], [-0.61477, -0.10164, -4.40652], [-0.24320, 1.81996, -4.54008], [1.10671, -0.54888, -3.51477], [1.64459, -1.97961, -3.60535], [2.24965, -2.23776, -4.99159], [0.52489, -3.00719, -3.38974], [0.06240, -3.53169, -1.56162], [-1.48643, -4.62658, -1.95400], [1.41742, -4.85058, -1.12653], [2.67679, -2.24500, -2.49236], [4.48530, -1.45017, -2.26077], [5.48130, -2.36613, -3.66536], [4.41898, 0.34641, -3.02773], [0.72662, -0.23088, -6.59624], [-0.99813, 0.07814, -6.86395], [-0.46101, -1.55996, -6.51175], [0.63866, 1.98063, -5.16060], [-0.05842, 2.25518, -3.55888], [-1.09064, 2.33073, -4.99570], [0.92288, -0.30503, -2.46268], [1.86872, 0.14879, -3.86300], [1.48566, -2.28128, -5.76718], [2.79159, -3.18576, -5.00171], [2.95152, -1.44659, -5.25847], [0.82637, -3.98138, -3.78694], [-0.40617, -2.73412, -3.88899], [-1.23304, -5.29614, -2.77511], [-2.31732, -3.99145, -2.25854], [-1.76976, -5.21631, -1.08375], [1.78200, -5.30664, -2.04581], [0.96890, -5.61622, -0.49759], [2.25006, -4.38794, -0.60057], [2.91630, -3.31709, -2.47761], [2.18116, -2.03442, -1.53597], [5.36207, -3.44383, -3.56280], [6.53553, -2.13036, -3.53190], [5.17113, -2.05565, -4.66133], [5.40520, 0.78391, -2.87548], [3.69421, 0.96808, -2.50493], [4.20456, 0.33917, -4.09533], [4.08605, -2.53109, 3.08965], [2.83483, -2.26205, 2.37873], [2.76698, -1.80445, 1.12535], [3.87315, -1.42465, 0.49355], [1.65360, -1.66348, 0.50571], [3.84530, -2.81269, 4.11009], [4.70238, -1.63292, 3.13159], [4.64194, -3.34519, 2.62374], [1.97859, -2.60295, 2.77885], [4.78504, -1.54853, 0.90243], [3.84311, -1.11990, -0.47854], [0.45480, 5.71340, 4.03944], [0.60666, 4.36425, 4.75948], [2.04492, 4.24763, 5.27585], [-0.35723, 4.33142, 5.95646], [0.28750, 3.20710, 3.76604], [-1.05161, 3.28986, 3.29558], [1.28023, 3.16836, 2.56324], [0.62484, 2.96387, 1.18535], [0.00264, 4.21588, 0.62588], [-1.38807, 4.36326, 0.52939], [-1.94733, 5.51578, 0.01353], [-1.10703, 6.54418, -0.41104], [-1.79423, 7.98349, -1.05627], [0.28088, 6.42513, -0.31760], [0.82309, 5.26654, 0.19611], [0.33667, 1.85050, 4.50327], [-0.24392, 0.79866, 3.66254], [0.36251, 0.06450, 2.74858], [-0.54186, -0.71739, 2.14966], [-1.71463, -0.40185, 2.79710], [-1.55929, 0.49790, 3.72056], [0.60802, 6.51764, 4.75803], [-0.54204, 5.87244, 3.61244], [1.18230, 5.85194, 3.23805], [2.24731, 5.06803, 5.96539], [2.78484, 4.30892, 4.47499], [2.20792, 3.32275, 5.83424], [-0.34428, 5.29656, 6.46278], [-0.06496, 3.58797, 6.69975], [-1.38703, 4.13000, 5.65777], [-1.31943, 4.21534, 3.25877], [2.02391, 2.38411, 2.73745], [1.85816, 4.09184, 2.51888], [-0.13995, 2.18548, 1.22801], [1.40232, 2.62649, 0.48783], [-2.03572, 3.58108, 0.90989], [-3.02060, 5.63699, -0.04962], [0.91786, 7.23495, -0.64866], [1.90315, 5.17967, 0.25858], [-0.23810, 1.86019, 5.42260], [1.35993, 1.54998, 4.71775], [1.40807, 0.14287, 2.50375], [-2.66270, -0.87175, 2.58672]],
  "atomic_forces_ev_per_a": [[0.43, -0.35, 0.88], [0.01, 0.00, 0.00], [-0.18, -0.08, 0.06], [0.14, 0.22, -0.28], [-0.03, 0.14, -0.12], [-0.25, 0.02, 0.00], [-0.08, -0.09, 0.04], [0.01, 0.02, 0.00], [0.03, 0.02, 0.02], [0.05, 0.05, 0.01], [-0.06, -0.02, 0.00], [0.05, -0.04, -0.02], [0.00, 0.00, -0.02], [-0.05, 0.06, -0.02], [0.03, 0.00, 0.02], [-0.02, -0.02, 0.00], [-0.04, 0.12, -0.01], [0.07, -0.12, 0.04], [0.05, 0.09, -0.29], [0.02, 0.00, 0.02], [0.02, 0.00, 0.00], [0.00, 0.01, -0.01], [0.01, 0.01, 0.00], [0.02, 0.00, 0.00], [0.01, 0.01, 0.00], [0.02, -0.03, -0.01], [-0.05, -0.01, 0.01], [0.01, -0.01, 0.01], [-0.06, -0.02, 0.07], [-0.06, -0.03, 0.00], [0.02, 0.05, 0.00], [-0.10, 0.01, 0.01], [0.07, -0.02, -0.03], [0.08, 0.08, 0.01], [0.15, -0.01, -0.04], [0.03, -0.10, 0.06], [-0.07, -0.01, -0.05], [-0.17, -0.08, -0.16], [0.03, 0.00, 0.01], [-0.05, -0.05, 0.08], [0.11, 0.04, 0.01], [0.55, -0.05, -2.47], [0.07, 0.02, 0.01], [-0.03, 0.00, -0.14], [-0.03, 0.01, 0.00], [0.00, -0.01, 0.00], [0.00, 0.00, 0.01], [-0.02, 0.01, 0.00], [0.03, -0.01, -0.06], [-0.01, -0.02, 0.01], [0.03, 0.02, 0.02], [0.01, -0.01, -0.03], [0.06, -0.01, 0.07], [-0.01, 0.00, -0.02], [-0.01, -0.01, 0.01], [0.02, 0.00, -0.04], [-0.02, 0.03, 0.03], [-0.01, -0.02, 0.00], [-0.01, 0.01, 0.00], [-0.01, 0.01, 0.02], [-0.02, -0.02, 0.01], [-0.03, -0.04, 0.03], [-0.03, -0.02, 0.02], [0.06, 0.17, -0.11], [0.08, -0.03, -0.18], [-0.01, 0.01, 0.02], [0.01, 0.00, -0.02], [-0.02, 0.00, 0.05], [0.02, -0.01, -0.02], [-0.04, 0.02, 0.00], [-0.03, 0.03, 0.02], [-0.02, 0.04, -0.01], [-0.07, -0.19, -0.04], [0.55, 0.43, 0.06], [-0.95, -0.07, 1.78], [-0.46, 0.06, 0.17], [-0.01, -0.02, 0.00], [-0.01, -0.01, -0.01], [0.01, 0.02, -0.01], [-0.09, -0.03, 0.06], [0.04, 0.01, -0.07], [0.18, -0.08, 0.65], [-0.03, 0.00, -0.04], [0.04, 0.02, -0.01], [0.02, 0.03, 0.02], [-0.02, 0.03, 0.02], [0.03, 0.01, -0.06], [0.02, -0.09, 0.16], [-0.04, -0.02, -0.06], [0.06, -0.02, 0.13], [-0.18, 0.30, -0.16], [0.56, -0.18, 0.13], [0.19, 0.41, -0.17], [0.12, -0.16, 0.06], [-0.04, 0.10, -0.04], [-0.48, 0.21, -0.11], [-0.19, -0.48, 0.14], [0.03, 0.08, -0.14], [0.13, -0.22, 0.08], [0.04, 0.23, -0.09], [-0.10, -0.17, -0.07], [-0.14, -0.03, -0.04], [0.06, -0.02, -0.08], [0.01, 0.00, 0.00], [0.05, 0.02, 0.05], [-0.05, -0.01, 0.02], [0.00, -0.01, -0.01], [-0.02, 0.00, 0.04], [0.00, 0.01, -0.01], [0.02, -0.03, 0.00], [0.00, -0.02, -0.01], [0.01, 0.03, -0.01], [0.04, -0.01, -0.03], [0.04, 0.01, -0.01], [-0.05, -0.06, 0.01], [-0.01, 0.00, 0.07], [0.02, -0.03, 0.05], [0.02, -0.05, -0.06], [0.02, 0.03, -0.01], [-0.07, 0.00, 0.00], [-0.02, -0.05, 0.02], [-0.11, 0.02, -0.02], [0.00, 0.07, 0.06], [-0.01, -0.05, 0.03], [0.04, 0.00, 0.01]]
}